Record 1
ORCA calculation (ωB97M-V/def2-TZVPD) on a structure of composition C5H6IOP.

Positions of all 14 atoms, in Å:
C (-0.632, 0.626, 0.563)
C (0.129, -0.023, 1.487)
C (1.126, 1.898, -0.385)
C (-0.984, -0.027, -0.710)
C (-0.348, -1.406, -0.638)
O (1.632, 2.771, 0.159)
P (0.827, -1.531, 0.768)
I (2.868, -0.365, -0.304)
H (-1.322, 1.353, 1.002)
H (0.379, 0.342, 2.432)
H (-2.141, -0.153, -0.916)
H (-0.453, 0.515, -1.472)
H (-1.062, -2.107, -0.353)
H (-0.019, -1.893, -1.634)

Forces on atoms 1 to 3 (eV/Å):
-1.9 -0.7 3.2
-0.5 -0.6 -3.0
0.9 2.6 0.5

Results
Kohn-Sham gap	8.26	eV

=====

Record 2
ORCA calculation (ωB97M-V/def2-TZVPD) on a cluster of 10 separate species, C22H68N10O10 in total.

Positions of all 110 atoms, in Å:
C (6.319, -0.591, 0.598)
O (4.984, -0.994, 0.631)
C (4.668, -1.968, -0.370)
C (3.183, -2.225, -0.360)
C (2.745, -2.712, 1.023)
N (2.820, -3.274, -1.337)
H (6.776, -0.518, 1.586)
H (6.457, 0.377, 0.098)
H (6.959, -1.269, 0.016)
H (4.934, -1.509, -1.334)
H (5.268, -2.859, -0.165)
H (2.618, -1.319, -0.583)
H (3.382, -3.523, 1.381)
H (1.689, -2.982, 0.990)
H (2.826, -1.932, 1.784)
H (3.385, -3.132, -2.177)
H (3.184, -4.163, -0.987)
C (-0.556, 0.513, 3.544)
O (-0.913, -0.856, 3.434)
C (-2.202, -1.060, 2.942)
C (-2.557, -2.512, 3.038)
C (-1.742, -3.377, 2.081)
N (-3.972, -2.697, 2.624)
H (-1.430, 1.167, 3.539)
H (0.063, 0.773, 2.673)
H (0.083, 0.677, 4.410)
H (-2.947, -0.465, 3.493)
H (-2.281, -0.753, 1.886)
H (-2.542, -2.941, 4.037)
H (-0.670, -3.180, 2.078)
H (-2.087, -3.275, 1.048)
H (-1.943, -4.421, 2.330)
H (-4.142, -2.333, 1.693)
H (-4.627, -2.222, 3.236)
C (4.244, 1.743, -1.434)
O (4.512, 3.100, -1.633)
C (3.755, 3.681, -2.695)
C (3.373, 5.097, -2.281)
C (2.756, 5.898, -3.422)
N (4.505, 5.857, -1.728)
H (4.603, 1.045, -2.208)
H (3.165, 1.598, -1.312)
H (4.759, 1.418, -0.532)
H (4.434, 3.751, -3.556)
H (2.844, 3.113, -2.898)
H (2.650, 5.005, -1.461)
H (1.774, 5.516, -3.707)
H (3.442, 5.867, -4.272)
H (2.591, 6.916, -3.077)
H (5.148, 6.133, -2.467)
H (5.043, 5.215, -1.151)
C (-3.639, -1.819, -1.444)
O (-4.498, -2.841, -1.853)
C (-4.598, -3.886, -0.904)
C (-5.850, -4.665, -1.134)
C (-6.053, -5.710, -0.059)
N (-5.778, -5.334, -2.442)
H (-2.584, -2.125, -1.520)
H (-3.779, -1.479, -0.411)
H (-3.745, -0.970, -2.114)
H (-3.712, -4.531, -0.979)
H (-4.647, -3.479, 0.113)
H (-6.696, -3.965, -1.193)
H (-6.873, -6.389, -0.282)
H (-6.195, -5.269, 0.930)
H (-5.140, -6.315, -0.008)
H (-5.454, -4.682, -3.150)
H (-6.713, -5.592, -2.740)
N (3.228, 1.179, 1.889)
C (2.924, 2.176, 2.765)
N (3.924, 2.506, 3.663)
O (1.865, 2.797, 2.735)
H (4.107, 0.697, 1.913)
H (2.572, 1.074, 1.120)
H (4.793, 2.007, 3.633)
H (3.705, 3.112, 4.429)
N (-0.967, 3.236, 1.514)
C (-0.850, 4.585, 1.298)
N (0.339, 5.085, 1.772)
O (-1.722, 5.280, 0.769)
H (-0.206, 2.817, 2.029)
H (-1.668, 2.634, 1.114)
H (1.109, 4.451, 1.935)
H (0.536, 6.053, 1.601)
N (-4.160, 1.675, -1.674)
C (-3.910, 1.743, -0.324)
N (-4.865, 2.382, 0.403)
O (-2.840, 1.341, 0.109)
H (-5.039, 1.861, -2.116)
H (-3.432, 1.200, -2.173)
H (-4.731, 2.503, 1.391)
H (-5.628, 2.894, 0.004)
C (0.034, -0.158, 0.327)
O (0.937, 0.938, 0.212)
H (-0.310, -0.493, -0.653)
H (0.533, -0.958, 0.871)
H (-0.836, 0.151, 0.912)
H (0.667, 1.489, -0.527)
C (-0.758, -4.179, -1.820)
O (0.481, -4.563, -2.370)
H (-0.612, -3.472, -0.989)
H (-1.443, -3.792, -2.568)
H (-1.205, -5.036, -1.290)
H (1.205, -4.260, -1.797)
C (-0.571, 3.264, -1.338)
O (0.159, 2.584, -2.356)
H (-0.994, 4.226, -1.650)
H (-1.432, 2.678, -0.992)
H (0.095, 3.472, -0.504)
H (-0.411, 2.474, -3.121)

Forces on atoms 1 to 3 (eV/Å):
1.2 0.3 -0.6
-0.3 -0.3 0.2
0.2 1.4 0.0

Results
SMILES	COC[C@H](C)N.COC[C@H](C)N.COC[C@H](C)N.COC[C@H](C)N.NC(N)=O.NC(N)=O.NC(N)=O.CO.CO.CO
Kohn-Sham gap	9.28	eV
ΔE to the lowest compared entry with this formula, charge and spin	0.0	kJ/mol

=====

Record 3
ORCA calculation (ωB97M-V/def2-TZVPD) on a structure of composition C35H39HgN10O4.

Positions of all 89 atoms, in Å:
Hg (0.385, -1.057, -0.807)
C (-4.549, 2.578, -0.178)
C (-3.338, 2.612, -0.993)
C (-2.030, 2.223, -0.426)
C (-1.988, 1.868, 1.050)
C (-3.160, 2.099, 1.788)
C (-4.408, 2.368, 1.151)
N (-0.830, 1.383, 1.447)
C (-0.300, 1.378, 2.705)
C (-0.783, 2.118, 3.804)
C (-0.064, 2.267, 4.994)
C (1.159, 1.635, 5.138)
C (1.644, 0.845, 4.101)
C (0.955, 0.679, 2.889)
N (1.430, -0.118, 1.867)
N (2.420, -0.892, 2.263)
C (2.943, -1.729, 1.334)
C (3.899, -2.664, 1.820)
C (4.485, -3.555, 0.967)
C (4.135, -3.534, -0.393)
C (3.201, -2.604, -0.797)
N (2.622, -1.714, 0.019)
H (-5.518, 2.704, -0.643)
H (-3.432, 2.509, -2.070)
H (-1.213, 2.223, -2.366)
H (-3.183, 1.811, 2.829)
H (-5.296, 2.364, 1.778)
H (-1.750, 2.596, 3.732)
H (-0.481, 2.864, 5.799)
H (1.730, 1.735, 6.055)
H (2.584, 0.321, 4.204)
H (4.117, -2.646, 2.880)
H (5.201, -4.279, 1.341)
H (4.557, -4.226, -1.109)
H (2.884, -2.553, -1.833)
C (2.888, -1.405, -5.264)
C (1.973, -1.766, -4.092)
O (1.859, -0.884, -3.203)
C (1.374, -3.020, -4.125)
C (0.420, -3.610, -3.224)
C (-0.105, -4.966, -3.661)
N (-0.008, -3.103, -2.107)
N (-0.967, -3.890, -1.472)
C (-1.152, -3.584, -0.216)
O (-0.567, -2.711, 0.502)
C (-2.221, -4.396, 0.468)
C (-2.727, -5.572, -0.082)
C (-3.708, -6.295, 0.580)
C (-4.202, -5.851, 1.802)
C (-3.700, -4.681, 2.356)
C (-2.712, -3.962, 1.696)
H (3.864, -1.110, -4.871)
H (2.469, -0.538, -5.781)
H (3.015, -2.221, -5.977)
H (1.617, -3.632, -4.984)
H (0.265, -5.218, -4.656)
H (-1.195, -4.965, -3.656)
H (0.204, -5.738, -2.953)
H (-2.336, -5.894, -1.038)
H (-4.090, -7.211, 0.142)
H (-4.971, -6.416, 2.318)
H (-4.080, -4.325, 3.307)
H (-2.296, -3.053, 2.111)
N (1.426, 1.055, -1.268)
C (0.464, 2.091, -0.999)
C (0.843, 3.483, -1.499)
C (2.071, 4.025, -0.749)
C (1.913, 5.444, -0.212)
N (1.079, 5.479, 1.010)
C (-0.261, 5.237, 0.959)
N (-1.030, 5.868, 0.055)
N (-0.827, 4.461, 1.851)
C (-0.993, 1.662, -1.419)
O (-2.362, 3.651, -0.646)
O (-1.205, 0.337, -1.567)
H (2.217, 1.042, -0.642)
H (1.679, 0.856, -2.231)
H (0.434, 2.163, 0.089)
H (-0.028, 4.107, -1.298)
H (0.989, 3.517, -2.584)
H (2.983, 3.945, -1.344)
H (2.242, 3.388, 0.128)
H (1.481, 6.123, -0.950)
H (2.877, 5.869, 0.074)
H (1.515, 4.976, 1.772)
H (-0.538, 6.372, -0.662)
H (-1.811, 5.282, -0.273)
H (-0.293, 3.790, 2.403)
H (-1.806, 4.185, 1.737)

Forces on atoms 1 to 3 (eV/Å):
-0.3 -0.1 -0.1
0.0 0.0 0.0
0.0 0.0 0.0

Results
total charge	-2
multiplicity	2
Kohn-Sham gap (spin up / spin down)	3.95 / 4.78	eV
ΔE to the lowest compared entry with this formula, charge and spin	301.0	kJ/mol

=====

One value per record, in order, for strongest force on any atom: 0.0744, 0.0367, 0.0055 Eh/bohr.
One value per record, in order, for E: -908.3558, -2178.9845, -2358.9594 Eh.